C10H22ClGaIO3P | ωB97M-V/def2-TZVPD

Values from the calculation:
ΔE to the lowest compared entry with this formula, charge and spin: 65.63 kcal per mole
Calculated total energy: -99137.95680 eV
Charge: +2
Gap between HOMO and LUMO (alpha / beta): 3.09 / 3.09 eV
Largest force on an atom: 8.4 eV/Å

Geometry as XYZ:
```
39
Properties=species:S:1:pos:R:3:forces:R:3:lowdin_charge:R:1
C -3.172 2.198 -5.524 0.237 1.926 0.559 0.08
C -2.633 1.133 -4.631 -3.618 -6.891 -3.155 0.09
H -3.998 1.860 -6.204 0.736 -0.648 0.883 0.17
H -2.353 2.616 -6.100 0.405 0.025 -0.158 0.13
H -3.529 3.019 -4.900 -0.055 0.128 0.073 0.13
O -2.801 -0.030 -4.601 2.164 5.638 1.521 0.34
I -2.265 2.039 0.328 -0.387 -0.028 -1.323 0.81
Ga -0.979 1.279 -1.681 2.062 0.217 1.817 -0.24
P 1.102 -0.536 -2.105 1.800 0.427 -1.040 0.74
C 1.175 -2.301 -1.676 -0.565 -0.289 0.501 -0.24
C 1.292 -0.655 -3.921 0.090 -0.182 -0.141 -0.26
H 2.922 1.041 -1.698 0.013 0.113 0.010 0.04
H 3.515 -0.506 -2.340 -0.401 0.145 0.437 0.07
H 3.020 -0.361 -0.611 -0.113 0.155 -0.312 0.05
C 2.797 -0.036 -1.639 0.280 0.024 0.173 -0.23
H 1.116 0.309 -4.397 0.139 0.006 -0.078 0.03
H 2.327 -0.993 -4.128 -0.642 0.176 -0.057 0.07
H 1.878 -2.823 -2.351 -0.303 0.321 0.307 0.08
H 0.174 -2.746 -1.770 0.397 -0.186 -0.005 0.05
H 0.590 -1.397 -4.317 0.108 0.117 -0.036 0.05
H 1.509 -2.399 -0.630 -0.162 -0.083 -0.398 0.07
C -1.271 -0.713 -0.856 -4.271 -3.596 3.045 -0.24
O -1.728 -1.574 -0.233 2.373 2.804 -2.314 0.17
Cl 0.367 2.800 -2.440 -0.660 -0.254 -0.528 0.21
C 2.925 0.565 3.053 -0.268 -0.209 -0.029 -0.07
C 1.785 -0.331 2.589 -0.575 -0.464 0.070 -0.25
O 0.743 0.349 1.836 0.627 -0.014 0.240 -0.23
C 0.094 1.361 2.610 0.181 0.095 -0.347 -0.35
C -1.054 0.778 3.410 0.258 0.006 0.154 -0.10
H 3.201 1.288 2.287 0.044 0.016 0.008 0.08
H 3.776 -0.076 3.262 0.194 0.013 0.034 0.08
H 2.679 1.077 3.983 0.071 0.105 -0.119 0.08
H 2.156 -1.126 1.910 -0.248 0.419 0.377 0.11
H 1.314 -0.817 3.479 0.362 0.139 -0.695 0.13
H 0.829 1.895 3.243 -0.459 -0.188 -0.288 0.12
H -0.283 2.072 1.854 0.418 -0.048 0.623 -0.02
H -0.651 0.185 4.241 -0.368 0.112 -0.155 0.08
H -1.669 1.590 3.811 0.010 -0.179 0.107 0.09
H -1.670 0.133 2.768 0.127 0.130 0.238 0.06
```
Forces are in eV/Å.

=====

C10H22CuO6S2 | ωB97M-V/def2-TZVPD

Values from the calculation:
ΔE to the lowest compared entry with this formula, charge and spin: 0.00 kcal per mole
Calculated total energy: -89319.79971 eV
Charge: -1
Gap between HOMO and LUMO: 5.97 eV
Largest force on an atom: 2.4 eV/Å

Geometry as XYZ:
```
41
Properties=species:S:1:pos:R:3:forces:R:3:lowdin_charge:R:1
Cu -0.404 0.312 0.727 1.129 -0.419 1.053 0.33
C 1.888 -0.939 -1.118 0.157 0.912 0.512 -0.38
O 1.520 -0.283 0.025 -0.459 0.251 0.181 -0.39
H 1.624 -0.335 -2.017 -0.311 -0.595 -0.349 0.04
H 2.994 -1.035 -1.216 0.006 -0.189 0.138 0.05
H 1.487 -1.973 -1.165 -0.099 0.023 -0.489 0.03
C -1.093 -0.123 3.928 -0.542 -0.013 -0.377 -0.42
O -0.378 0.351 2.878 0.089 -0.040 -0.907 -0.37
H -2.023 -0.676 3.629 0.026 0.066 0.208 0.03
H -0.545 -0.857 4.564 0.092 0.121 0.081 0.05
H -1.465 0.679 4.603 0.091 -0.072 0.115 0.05
C 1.605 2.874 -2.928 -0.020 -1.247 0.127 -0.23
C 2.399 3.737 -1.963 1.422 0.259 -0.302 -0.24
C 1.753 3.533 -0.616 -0.642 -0.168 0.171 -0.21
S -0.029 3.644 -0.975 1.934 -0.467 -0.689 0.69
O -0.439 5.026 -0.929 -0.459 -0.044 0.352 -0.33
O -0.645 2.568 -0.259 -1.105 0.177 0.333 -0.32
C 0.125 3.185 -2.728 0.168 0.432 -0.363 -0.21
H 1.727 1.815 -2.665 0.207 0.155 0.330 0.10
H 1.963 2.885 -3.959 -0.273 0.577 -0.085 0.11
H 2.508 4.772 -2.304 -0.687 0.124 0.180 0.11
H 3.450 3.429 -1.935 -0.131 -0.352 0.108 0.11
H 1.985 4.189 0.220 0.049 0.323 -0.245 0.11
H 1.930 2.505 -0.284 -0.204 -0.087 -0.022 0.10
H -0.142 4.053 -3.329 -0.324 0.018 0.180 0.10
H -0.525 2.339 -2.932 -0.075 0.029 0.055 0.10
C -0.300 -3.746 1.055 0.743 1.343 -1.570 -0.19
C -1.046 -2.902 2.106 -0.893 -1.709 1.395 -0.21
C -2.477 -2.589 1.664 1.022 1.077 -1.530 -0.20
S -2.303 -2.416 -0.133 -0.247 -1.280 0.729 0.68
O -1.779 -1.095 -0.336 0.065 0.547 -0.586 -0.32
O -3.497 -2.830 -0.833 0.069 0.100 -0.173 -0.34
C -0.980 -3.621 -0.326 -0.378 -0.530 -0.315 -0.23
H -0.146 -4.806 1.235 -0.093 0.067 0.563 0.10
H 0.660 -3.241 0.929 0.235 -0.407 0.166 0.11
H -0.483 -2.048 2.477 -0.070 0.264 -0.504 0.09
H -1.208 -3.568 2.962 0.343 0.244 0.221 0.11
H -2.732 -1.545 1.854 -0.414 -0.266 0.727 0.09
H -3.208 -3.344 1.927 -0.188 0.119 -0.050 0.10
H -0.339 -3.367 -1.171 0.156 0.590 0.299 0.09
H -1.431 -4.557 -0.663 -0.389 0.066 0.334 0.09
```
Forces are in eV/Å.

=====

C10H22FNO4S | ωB97M-V/def2-TZVPD

Values from the calculation:
Calculated total energy: -33957.67391 eV
Gap between HOMO and LUMO: 10.51 eV
Largest force on an atom: 1.4 eV/Å
SMILES string: COCCCCCN(CCCOC)S(=O)(=O)F

Geometry as XYZ:
```
39
Properties=species:S:1:pos:R:3:forces:R:3:lowdin_charge:R:1
C 2.954 -1.460 1.032 0.099 -0.040 -0.020 -0.12
O 2.203 -0.386 1.557 -0.085 0.078 -0.111 -0.21
C 2.714 0.890 1.182 -0.454 -0.351 -0.094 -0.22
C 1.578 1.880 0.909 0.679 0.426 0.020 -0.16
C 1.383 2.274 -0.567 -0.523 0.060 0.445 -0.19
C 0.199 1.611 -1.267 0.580 0.062 -0.594 -0.16
C 0.478 0.145 -1.629 -0.134 0.559 0.210 -0.19
N -0.693 -0.718 -1.317 0.316 -0.844 0.124 -0.18
C -0.648 -1.043 0.141 -0.205 -0.512 -0.179 -0.18
C -1.887 -1.702 0.729 -0.345 0.397 0.249 -0.14
C -3.198 -0.873 0.627 0.119 -0.237 0.398 -0.21
O -3.062 0.365 -0.034 -0.032 0.180 -0.041 -0.20
C -2.990 1.459 0.865 0.056 -0.487 -0.219 -0.11
S -0.494 -2.052 -2.292 0.629 0.976 -0.741 0.60
O 0.759 -2.689 -2.062 -0.179 -0.394 0.359 -0.24
O -0.844 -1.704 -3.623 -0.186 -0.057 0.140 -0.23
F -1.610 -2.987 -1.762 -0.186 -0.127 0.120 -0.12
H 2.679 -2.363 1.571 -0.031 -0.019 0.075 0.09
H 2.744 -1.622 -0.031 -0.014 0.048 -0.049 0.08
H 4.028 -1.291 1.144 0.060 -0.043 0.090 0.09
H 3.354 1.258 1.987 0.132 -0.033 0.010 0.12
H 3.310 0.780 0.273 0.180 0.055 0.018 0.11
H 1.854 2.794 1.440 -0.142 0.051 0.084 0.11
H 0.654 1.533 1.368 -0.025 -0.095 0.011 0.10
H 2.303 2.089 -1.124 0.045 -0.002 -0.073 0.11
H 1.215 3.351 -0.596 0.039 0.056 -0.109 0.11
H 0.068 2.149 -2.207 -0.342 0.025 0.007 0.11
H -0.720 1.726 -0.697 -0.020 -0.128 0.096 0.09
H 0.715 0.082 -2.688 -0.130 -0.081 -0.106 0.12
H 1.366 -0.214 -1.100 -0.102 -0.142 0.137 0.10
H -0.468 -0.120 0.683 0.072 0.141 -0.280 0.10
H 0.222 -1.684 0.314 0.006 0.077 0.167 0.11
H -1.676 -1.840 1.791 0.191 -0.045 0.010 0.12
H -2.059 -2.694 0.334 0.066 -0.068 -0.059 0.09
H -3.967 -1.476 0.146 -0.009 0.181 -0.333 0.12
H -3.566 -0.686 1.641 -0.062 -0.046 0.043 0.11
H -3.934 1.562 1.404 -0.018 0.160 0.093 0.09
H -2.178 1.310 1.584 0.023 0.118 0.111 0.09
H -2.788 2.348 0.275 -0.067 0.101 -0.006 0.09
```
Forces are in eV/Å.

=====

C10H22N2O17S4 | ωB97M-V/def2-TZVPD

Values from the calculation:
Calculated total energy: -91848.66903 eV
Gap between HOMO and LUMO: 8.81 eV
Largest force on an atom: 0.8 eV/Å

Geometry as XYZ:
```
55
Properties=species:S:1:pos:R:3:forces:R:3:lowdin_charge:R:1
N 2.237 2.252 2.898 0.240 -0.071 -0.053 0.01
C 2.978 1.013 3.144 -0.254 -0.203 0.203 -0.27
C 2.976 0.121 1.915 -0.303 0.557 -0.294 -0.17
C 3.290 0.871 0.628 -0.443 -0.209 0.572 -0.24
O 4.404 1.748 0.851 -0.141 0.131 -0.726 -0.31
S 4.896 2.623 -0.414 0.147 0.161 0.734 0.96
O 5.591 3.697 0.235 0.306 0.085 -0.259 -0.37
O 3.450 3.317 -0.917 0.161 -0.537 0.352 -0.28
C 3.116 2.963 -2.221 -0.540 0.489 -0.363 -0.30
O 2.411 1.732 -2.313 0.061 -0.440 0.360 -0.08
N 1.139 1.890 -1.722 -0.305 -0.248 0.019 0.00
O 0.607 0.859 -1.565 0.448 0.484 -0.284 0.07
H 2.057 2.703 3.784 -0.083 0.174 -0.028 0.07
H 1.341 2.038 2.478 -0.154 0.006 0.090 0.07
H 2.519 0.443 3.955 0.113 -0.208 0.135 0.11
H 3.993 1.239 3.458 0.153 0.214 -0.092 0.11
H 1.950 -0.228 1.790 -0.071 -0.320 -0.098 0.12
H 3.612 -0.742 2.020 0.285 -0.081 0.217 0.07
H 3.480 0.161 -0.174 0.145 0.024 -0.214 0.13
H 2.420 1.475 0.384 0.145 0.146 -0.121 0.08
H 2.468 3.744 -2.605 0.038 0.200 0.025 0.13
H 3.998 2.859 -2.845 0.047 -0.229 -0.167 0.12
C 1.644 -4.599 1.555 0.057 -0.137 -0.291 -0.15
C 2.364 -5.568 2.468 -0.221 -0.001 0.290 -0.16
O 3.681 -5.012 2.604 -0.058 0.069 -0.334 -0.18
S 3.595 -3.415 2.558 -0.239 -0.440 0.036 0.58
O 3.587 -2.920 3.885 0.070 0.301 0.083 -0.21
O 4.517 -2.944 1.591 0.230 0.051 0.000 -0.22
O 2.111 -3.306 1.974 -0.019 -0.135 0.185 -0.19
H 1.919 -4.746 0.511 0.009 -0.013 -0.009 0.14
H 0.565 -4.651 1.659 -0.034 0.197 0.076 0.14
H 2.428 -6.568 2.051 0.215 0.002 -0.036 0.14
H 1.902 -5.610 3.456 -0.021 -0.002 -0.020 0.13
C -3.497 -0.489 -3.232 -0.340 0.120 0.278 -0.16
C -2.186 -0.357 -2.499 0.431 0.050 -0.388 -0.18
O -1.990 -1.645 -1.885 -0.405 -0.044 -0.089 -0.18
S -2.615 -2.780 -2.823 0.088 0.339 0.005 0.59
O -1.590 -3.358 -3.613 0.023 -0.179 -0.085 -0.22
O -3.474 -3.584 -2.033 -0.025 -0.183 0.114 -0.22
O -3.489 -1.825 -3.764 0.292 0.032 0.054 -0.18
H -4.346 -0.395 -2.554 -0.011 0.011 -0.002 0.12
H -3.595 0.233 -4.037 0.009 -0.142 -0.164 0.14
H -2.205 0.427 -1.757 0.113 -0.213 0.232 0.09
H -1.361 -0.180 -3.192 -0.006 -0.001 -0.007 0.13
C -6.364 3.347 -0.600 -0.097 0.072 -0.354 -0.15
C -6.719 1.877 -0.553 -0.148 -0.022 0.377 -0.15
O -5.504 1.211 -0.935 0.060 0.270 -0.248 -0.20
S -4.245 2.051 -0.412 -0.573 0.324 0.063 0.60
O -3.796 1.492 0.806 0.370 -0.039 0.101 -0.20
O -3.370 2.272 -1.509 0.071 -0.115 0.002 -0.22
O -5.023 3.408 -0.090 -0.087 -0.237 0.116 -0.18
H -6.363 3.728 -1.623 -0.009 -0.008 0.002 0.14
H -7.018 3.956 0.015 0.143 0.049 0.145 0.14
H -7.516 1.612 -1.240 0.129 -0.116 -0.140 0.14
H -6.984 1.559 0.457 -0.011 0.013 -0.002 0.14
```
Forces are in eV/Å.

=====

C10H22O2S | ωB97M-V/def2-TZVPD

Values from the calculation:
ΔE to the lowest compared entry with this formula, charge and spin: 1.13 kcal per mole
Calculated total energy: -25654.08140 eV
Gap between HOMO and LUMO: 8.80 eV
Largest force on an atom: 3.4 eV/Å

Geometry as XYZ:
```
35
Properties=species:S:1:pos:R:3:forces:R:3:lowdin_charge:R:1
C 0.674 -0.384 -1.610 0.115 -1.380 0.808 -0.03
C 1.479 -1.271 0.640 -0.138 0.856 -0.140 -0.03
C 0.589 1.425 1.858 -0.382 1.181 -2.181 0.00
C 2.474 1.437 0.001 -2.244 2.269 -0.176 -0.01
C -1.632 -1.675 -0.589 -0.129 0.783 -2.380 -0.11
C -1.174 -1.258 1.680 0.383 0.826 3.287 -0.11
C -2.614 1.061 -1.641 -0.334 0.296 3.200 -0.16
C 0.546 -0.254 -0.103 -1.486 -0.173 2.255 -0.39
C 0.983 1.162 0.363 -0.525 0.696 -1.351 -0.50
C -1.015 -0.591 0.315 0.538 -0.671 -1.047 -0.51
O -3.523 0.417 0.658 -0.349 -0.647 0.585 -0.55
O 0.155 2.035 -0.494 1.261 -0.262 0.534 -0.10
S -2.201 0.892 0.181 0.254 0.357 -0.313 0.96
H 1.672 -0.214 -1.905 0.918 1.252 -0.698 0.07
H 0.633 -1.408 -1.897 -0.357 -1.370 0.188 0.08
H -0.123 0.017 -2.193 -0.036 1.171 -0.262 0.07
H 1.542 -1.396 1.744 -0.355 0.855 -0.729 0.10
H 2.463 -1.079 0.272 0.861 -0.026 -0.128 0.07
H 1.224 -2.223 0.307 -0.441 -1.882 -0.708 0.06
H -0.451 1.874 1.798 0.926 -1.475 0.585 0.09
H 1.144 2.154 2.433 0.738 0.167 -0.304 0.08
H 0.801 0.449 2.198 -0.722 -0.637 1.640 0.03
H 2.756 1.240 -1.006 -0.155 -0.610 -0.847 0.07
H 2.569 2.543 0.041 0.299 -0.514 0.480 0.10
H 3.135 0.966 0.641 1.398 -0.729 1.488 0.06
H -1.776 -1.339 -1.696 0.443 -0.829 1.987 0.09
H -1.025 -2.597 -0.601 -0.389 0.362 0.155 0.09
H -2.641 -1.839 -0.209 0.058 -0.370 -0.017 0.08
H -1.126 -2.327 1.624 0.137 -0.712 -0.589 0.07
H -0.343 -1.052 2.451 -1.494 0.137 -1.195 0.08
H -2.157 -1.125 2.237 1.037 0.469 -1.062 0.11
H -2.176 1.894 -2.050 0.985 2.305 -0.650 0.02
H -3.654 1.192 -1.396 -0.517 -0.149 -0.862 0.04
H -2.331 0.273 -2.229 0.073 -2.194 -1.260 -0.01
H 0.446 2.893 -0.185 -0.373 0.648 -0.292 0.09
```
Forces are in eV/Å.

=====

C10H22OS5Sm | ωB97M-V/def2-TZVPD

Values from the calculation:
ΔE to the lowest compared entry with this formula, charge and spin: 10.14 kcal per mole
Calculated total energy: -84829.10180 eV
Charge: +3
Spin multiplicity: 6
Gap between HOMO and LUMO (alpha / beta): 7.90 / 9.34 eV
Largest force on an atom: 1.6 eV/Å

Geometry as XYZ:
```
39
Properties=species:S:1:pos:R:3:forces:R:3:lowdin_charge:R:1
Sm -0.753 -0.900 0.326 -0.321 0.892 0.186 1.38
C 2.423 0.966 -0.602 -0.143 -0.336 -0.001 -0.45
C 1.812 1.592 0.639 -0.124 -0.172 0.376 -0.45
S 1.378 0.287 1.896 -0.330 0.442 -0.501 0.83
C 0.433 1.199 3.193 0.110 -0.193 -0.067 -0.46
C -0.729 2.072 2.764 -0.272 -0.019 0.139 -0.46
S -2.135 1.203 1.926 0.591 0.135 -0.681 0.86
C -2.483 2.395 0.542 -0.134 0.017 0.244 -0.47
C -3.130 1.774 -0.679 0.027 -0.241 -0.107 -0.46
S -2.083 0.653 -1.707 0.467 0.328 0.269 0.85
C -0.677 1.716 -2.308 -0.345 -0.083 0.046 -0.44
C 0.482 0.866 -2.802 -0.121 -0.279 0.105 -0.46
S 1.345 -0.180 -1.562 -0.173 0.294 0.275 0.84
H 3.286 0.355 -0.331 0.040 0.082 -0.101 0.10
H 2.761 1.737 -1.295 0.035 -0.011 0.022 0.11
H 0.924 2.185 0.407 0.087 -0.026 0.045 0.06
H 2.562 2.234 1.108 -0.107 0.031 0.017 0.11
H 1.159 1.820 3.728 -0.066 -0.136 0.001 0.11
H 0.100 0.408 3.872 0.155 0.079 0.017 0.10
H -0.408 2.901 2.134 -0.103 -0.041 -0.009 0.08
H -1.162 2.491 3.678 0.092 0.075 -0.134 0.11
H -1.561 2.922 0.281 -0.109 -0.058 0.149 0.07
H -3.196 3.117 0.951 0.178 0.018 -0.022 0.11
H -3.497 2.576 -1.328 0.017 -0.190 -0.007 0.12
H -3.986 1.142 -0.412 0.053 0.176 -0.111 0.10
H -0.373 2.417 -1.531 -0.053 -0.030 -0.025 0.07
H -1.067 2.280 -3.160 -0.009 0.014 0.133 0.11
H 1.241 1.493 -3.279 -0.062 -0.084 0.029 0.11
H 0.134 0.138 -3.542 0.124 0.115 -0.026 0.10
C -0.074 -5.470 -0.720 -0.157 0.073 -0.029 -0.19
S 0.421 -3.777 -1.059 1.124 -1.085 0.504 1.00
C 1.795 -3.604 0.142 -0.021 0.013 -0.338 -0.19
O -0.649 -2.899 -0.356 -0.464 0.254 0.173 -0.77
H -0.013 -5.713 0.338 0.013 0.182 0.092 0.08
H 0.582 -6.121 -1.290 0.192 -0.013 -0.153 0.09
H -1.093 -5.605 -1.081 -0.027 0.116 -0.126 0.08
H 2.734 -3.842 -0.352 0.052 -0.003 -0.131 0.09
H 1.668 -4.276 0.989 -0.212 0.045 0.007 0.08
H 1.829 -2.554 0.481 -0.005 -0.382 -0.257 0.02
```
Forces are in eV/Å.